{
  "formula": "C33H40N4P2W",
  "method": "the ωB97M-V functional and the def2-TZVPD basis",
  "species": ["W", "C", "C", "C", "C", "C", "C", "C", "C", "C", "H", "H", "H", "H", "H", "H", "H", "H", "H", "H", "H", "H", "H", "H", "H", "P", "P", "N", "N", "N", "N", "C", "C", "C", "C", "C", "C", "C", "C", "C", "C", "C", "C", "C", "C", "C", "C", "C", "C", "H", "H", "H", "H", "H", "H", "H", "H", "H", "H", "H", "H", "H", "H", "H", "H", "H", "H", "H", "H", "C", "C", "C", "C", "C", "C", "H", "H", "H", "H", "H"],
  "positions_angstrom": [[0.071, -0.282, -1.060], [-0.716, -2.056, -0.012], [-0.107, -2.376, -1.287], [-0.945, -2.594, -2.505], [-1.471, -1.335, -3.240], [-1.458, -0.041, -2.489], [-2.027, 0.107, -1.157], [-2.949, -0.958, -0.624], [-2.201, -2.036, 0.186], [0.215, 1.756, -0.720], [-0.160, -2.392, 0.868], [0.880, -2.831, -1.301], [-1.797, -3.263, -2.265], [-0.322, -3.141, -3.240], [-0.864, -1.206, -4.159], [-2.485, -1.551, -3.652], [-1.276, 0.854, -3.084], [-2.271, 1.116, -0.826], [-3.566, -1.408, -1.426], [-3.684, -0.474, 0.052], [-2.403, -1.848, 1.262], [-2.651, -3.034, 0.005], [0.327, 1.952, 0.350], [-0.570, 2.362, -1.168], [1.179, 1.955, -1.217], [-2.547, -1.183, -7.214], [-0.782, -3.993, -6.506], [-4.210, -0.640, -7.067], [-2.321, -0.414, -8.855], [-2.006, -5.074, -5.809], [0.252, -5.325, -7.087], [-2.996, -2.841, -7.910], [-1.750, -3.733, -8.069], [-4.644, 0.238, -6.064], [-5.992, 0.514, -6.268], [-6.401, -0.193, -7.449], [-5.293, -0.896, -7.907], [-1.338, 0.549, -9.109], [-1.387, 0.909, -10.452], [-2.465, 0.174, -11.047], [-2.995, -0.647, -10.060], [-2.405, -4.863, -4.489], [-3.482, -5.676, -4.195], [-3.768, -6.432, -5.373], [-2.887, -6.008, -6.358], [-0.047, -6.637, -7.476], [1.095, -7.234, -7.992], [2.143, -6.252, -7.946], [1.601, -5.092, -7.414], [-3.457, -2.741, -8.902], [-3.742, -3.311, -7.257], [-2.049, -4.702, -8.496], [-1.042, -3.260, -8.764], [-3.947, 0.555, -5.312], [-6.619, 1.137, -5.644], [-7.378, -0.191, -7.908], [-5.202, -1.559, -8.754], [-0.703, 0.889, -8.303], [-0.732, 1.602, -10.956], [-2.823, 0.243, -12.066], [-3.779, -1.380, -10.150], [-1.855, -4.168, -3.892], [-3.995, -5.710, -3.242], [-4.521, -7.202, -5.477], [-2.815, -6.324, -7.390], [-1.025, -7.062, -7.350], [1.165, -8.249, -8.360], [3.163, -6.398, -8.267], [2.031, -4.121, -7.228], [2.608, -0.463, 3.228], [3.280, -0.688, 2.018], [2.575, -0.639, 0.802], [1.193, -0.380, 0.824], [0.519, -0.139, 2.040], [1.230, -0.216, 3.248], [3.165, -0.474, 4.170], [4.355, -0.901, 2.019], [3.090, -0.791, -0.150], [-0.548, 0.102, 2.044], [0.698, -0.080, 4.198]],
  "forces_ev_per_angstrom": [[3.337, 0.494, 0.706], [0.424, -1.987, -0.716], [-0.661, -1.049, 1.177], [-0.496, -0.779, -1.046], [-0.306, -0.726, -1.523], [-1.317, 0.920, 0.821], [-1.076, 0.033, -1.501], [-0.843, -0.299, 0.647], [-0.994, -0.035, 0.884], [0.165, 1.025, 0.724], [-0.140, 0.377, -0.415], [0.140, -0.052, 0.290], [0.421, 0.394, 0.148], [-0.318, 0.190, 0.471], [-0.192, 0.077, 0.477], [0.368, 0.214, 0.347], [0.003, 0.073, 0.136], [0.198, -0.235, -0.173], [0.491, 0.243, 0.153], [0.400, -0.251, -0.433], [0.272, -0.111, -0.563], [0.409, 0.350, -0.034], [-0.015, 0.494, -0.341], [0.138, 0.149, -0.069], [0.174, 0.222, 0.119], [-2.301, 1.264, -3.179], [-2.496, -1.881, -0.241], [-0.095, 0.128, 0.908], [0.931, -0.266, 0.511], [0.211, 0.918, 0.668], [1.365, -0.318, -0.871], [0.491, -0.558, 0.316], [0.462, 0.333, -0.313], [-1.115, -0.350, -0.721], [1.042, -0.390, -0.146], [1.393, -0.441, 0.171], [-0.667, 0.496, 0.573], [-0.285, -0.178, -0.923], [-0.411, -0.475, 0.995], [0.090, -0.545, 1.231], [0.624, 0.622, -0.358], [-0.616, -0.823, -0.242], [0.741, 0.443, -0.254], [0.716, 0.648, -0.485], [-0.392, -0.362, 0.560], [0.107, 1.850, 0.671], [2.786, 1.210, -0.357], [-1.027, -2.768, -0.722], [-2.360, -0.096, 0.830], [0.220, -0.015, 0.494], [0.201, 0.038, 0.043], [0.279, 0.242, 0.139], [-0.175, -0.036, -0.139], [0.010, 0.157, 0.145], [0.162, -0.030, -0.113], [0.078, -0.019, 0.057], [-0.146, 0.203, 0.212], [-0.019, 0.004, -0.143], [-0.090, 0.057, 0.136], [0.116, -0.080, 0.146], [0.064, 0.287, -0.052], [-0.087, -0.057, 0.003], [0.087, -0.100, -0.220], [0.077, 0.196, -0.089], [-0.198, 0.108, 0.192], [-0.074, 0.031, 0.118], [0.044, 0.115, 0.067], [-0.054, 0.065, 0.008], [0.141, 0.008, -0.009], [0.233, -0.147, -0.232], [-0.215, 0.056, 0.099], [-0.334, 0.000, 0.159], [-0.567, 0.849, 0.420], [0.934, -0.234, 0.529], [-0.498, 0.154, -0.469], [-0.206, -0.077, -0.407], [-0.456, 0.150, -0.019], [0.037, -0.017, 0.354], [0.324, -0.125, 0.086], [0.336, 0.025, -0.419]],
  "total_charge": 2,
  "spin_multiplicity": 3,
  "e_homo_ha": [-0.440, -0.440],
  "de_lowest_ev": 0.4688,
  "gap_ev": [4.936, 2.673],
  "max_force_ev_per_a": 4.12
}